C2H3NO2 | ωB97M-V/def2-TZVPD

Properties
gap between HOMO and LUMO: 9.14 eV
net charge: 0
relative energy (zero: lowest compared OMol25 entry of this formula, charge and spin): 305.8 kJ/mol
2S+1: 1
HOMO level: -8.439 eV
LUMO: 0.7 eV
E_tot: -7704.673 eV

Last column: Mulliken charge in e.
Geometry (Å):
C 0.698 -0.759 1.212  0.5590
C -0.920 0.616 -1.481  -0.3037
N -0.201 -1.292 1.771  -0.3454
O 1.427 -0.145 0.553  -0.5231
O 0.138 1.380 -1.489  -0.3037
H -1.616 1.077 -2.221  0.1580
H -0.342 -1.930 2.518  0.2710
H 0.816 1.052 -0.863  0.4877

Force components x, y, z for each atom (eV/Å):
-0.8 -0.1 0.0
0.3 -0.1 0.3
-0.6 -0.3 0.4
1.2 0.6 -0.6
-0.2 0.1 -0.2
0.3 0.1 0.1
0.1 -0.2 0.2
-0.4 -0.2 -0.1

=====

C3H4BeO3 | ωB97M-V/def2-TZVPD

Properties
gap between HOMO and LUMO (spin up / spin down): 8.24 / 10.75 eV
net charge: +1
relative energy (zero: lowest compared OMol25 entry of this formula, charge and spin): 225.4 kJ/mol
2S+1: 2
HOMO level (spin up / spin down): -13.208 / -15.632 eV
LUMO (spin up / spin down): -5.0 / -4.9 eV
E_tot: -9708.874 eV

Last column: Mulliken charge in e.
Geometry (Å):
O -0.204 0.032 -1.417  -0.1218
C -1.069 0.912 -0.826  -0.2453
C -1.037 0.851 0.667  0.2378
O -0.314 0.029 1.240  -0.3152
Be 0.400 -0.598 -0.166  -0.2132
H -2.136 0.757 -1.105  0.3144
H -0.873 1.979 -1.078  0.3167
H -1.629 1.565 1.263  0.4138
C 1.259 -1.025 2.185  0.0903
O 1.407 -1.284 0.932  0.0797
H 2.010 -2.031 0.716  0.4428

Force components x, y, z for each atom (eV/Å):
1.4 -1.5 1.8
-1.2 1.4 0.4
-1.2 1.5 0.0
-1.9 0.8 -2.3
-0.6 0.8 -0.3
0.3 0.0 0.0
0.0 -0.3 -0.1
0.1 -0.3 -0.1
1.4 -0.4 3.0
1.6 -1.6 -2.7
0.1 -0.2 0.2